w.
ORCA calculation (wB97M-V/def2-TZVPD) on a molecular structure, C6H10O2.

Each line ends with the natural charge from an NBO analysis.
Geometry (Å):
C: -1.0734 0.6506 0.1558  0.219
C: 0.4935 -0.3854 -0.2970  -0.294
C: 0.9910 -0.0943 1.1477  -0.499
C: 0.5190 -1.9023 -0.1482  -0.516
C: -0.9154 1.9097 -0.6544  -0.669
C: 1.7553 -1.3211 0.5209  0.562
O: -2.0874 -0.1763 -0.2575  -0.704
O: 2.9416 -1.6331 0.5915  -0.561
H: -1.9962 -0.3366 -1.2115  0.469
H: -1.2536 0.8692 1.2066  0.183
H: 0.8292 0.1188 -1.1987  0.247
H: -0.2285 -2.3753 0.4958  0.243
H: 0.7118 -2.4675 -1.0599  0.225
H: 1.6467 0.7608 1.2884  0.224
H: 0.3351 -0.3214 1.9893  0.218
H: -0.0362 2.4728 -0.3372  0.225
H: -0.8331 1.6884 -1.7213  0.204
H: -1.7992 2.5429 -0.5103  0.222

Its HOMO-LUMO gap is 0.3242 Ha.

x.
ORCA calculation (wB97M-V/def2-TZVPD) on 2 unconnected molecules or ions with the total composition C6H10O2.

Each line ends with the natural charge from an NBO analysis.
Geometry (Å):
C: -0.9419 0.7946 1.0872  -0.504
C: -0.9604 -1.7150 0.8421  -0.625
C: -0.5715 -0.1996 -1.0805  0.539
C: -0.9487 -0.3257 0.2555  -0.133
O: -0.6294 0.9702 -1.7965  -0.702
O: -0.5985 -1.2857 -1.8925  -0.674
H: -0.1426 1.6644 -1.3337  0.500
H: -0.2917 -1.0133 -2.7669  0.495
H: -1.1697 1.7714 0.6762  0.208
H: 0.0229 -2.1843 0.7701  0.224
H: 0.7500 1.0403 0.9537  0.225
H: -1.1995 0.6678 2.1305  0.221
H: -1.6619 -2.3573 0.3076  0.227
H: -1.2551 -1.6884 1.8922  0.215
C: 1.7469 0.8112 0.2276  -0.469
C: 2.8828 1.2823 0.1277  -0.186
H: 3.8540 1.7007 0.0281  0.232
H: 1.1143 0.0664 -0.4284  0.206

Its HOMO-LUMO gap (alpha / beta) is 0.2760 / 0.2760 Ha.

y.
ORCA calculation (wB97M-V/def2-TZVPD) on a molecular structure, C6H10O2.

Each line ends with the natural charge from an NBO analysis.
Geometry (Å):
C: -0.8837 1.0803 -0.9916  -0.627
C: -1.4567 -0.2141 1.1184  -0.637
C: -0.3739 0.3976 0.2609  -0.133
C: 0.7062 1.0196 0.9446  0.362
O: 1.6680 1.5780 0.3428  -0.614
H: 2.0919 0.5171 -0.5375  0.321
H: 0.8720 0.6940 1.9841  0.129
H: -1.6292 1.8335 -0.7269  0.206
H: -0.0726 1.5578 -1.5356  0.237
H: -2.0181 -0.9638 0.5567  0.228
H: -1.3673 0.3611 -1.6529  0.214
H: -1.0456 -0.6885 2.0103  0.208
H: -2.1826 0.5449 1.4212  0.220
O: 0.0254 -2.1633 -0.4820  -0.687
C: 0.7847 -1.0810 -0.5640  0.386
C: 1.9023 -0.6442 -0.9964  -0.542
H: 0.2528 -2.6716 0.3112  0.496
H: 2.7264 -1.1576 -1.4634  0.233

Its HOMO-LUMO gap is 0.3511 Ha.

z.
ORCA calculation (wB97M-V/def2-TZVPD) on a molecular structure, C6H10O2.

Each line ends with the natural charge from an NBO analysis.
Geometry (Å):
C: -2.1978 -0.4566 -0.3456  -0.333
C: -0.1494 0.4473 0.5208  0.157
C: 0.5978 -0.8835 0.9564  -0.394
C: 1.6058 -1.1646 -0.3727  -0.086
C: 1.1828 1.1761 -0.2253  0.049
C: -0.1824 1.7839 0.1559  -0.455
H: -3.0046 0.5898 -0.9292  0.184
H: -2.7650 -0.9086 0.7338  0.227
H: -2.2103 -1.3806 -1.3718  0.221
H: -0.0898 -1.6415 1.3592  0.222
H: 1.6151 -0.8262 1.7862  0.171
H: 2.6523 -1.0462 0.0969  0.197
H: 1.2304 -1.9983 -1.0366  0.219
H: 1.9687 1.6593 0.3030  0.176
H: 0.1767 2.8859 0.5448  0.282
H: -1.1836 1.8900 -0.5672  0.257
O: -0.7521 -0.3069 -0.5040  -0.565
O: 1.5053 0.1808 -1.1045  -0.530

Its HOMO-LUMO gap is 0.3137 Ha.

Computed stability ranking, most favorable first: y, w, x, z

w.
ORCA calculation (wB97M-V/def2-TZVPD) on a single C6H10O2 molecule.

Each line ends with the natural charge from an NBO analysis.
Geometry (Å):
C: -0.0805 0.4673 1.8849  -0.661
C: -0.2403 0.3362 0.3899  -0.114
C: -0.7873 1.3105 -0.3351  0.161
O: -1.2901 2.4707 0.1522  -0.669
C: 0.2985 -0.9246 -0.2599  -0.338
C: -0.4399 -1.3638 -1.5193  -0.608
C: 1.7392 -0.5724 -0.5503  0.460
O: 2.2061 -0.3749 -1.6357  -0.526
H: -1.0537 0.5191 2.3772  0.219
H: 0.4494 -0.3890 2.2922  0.224
H: 0.4848 1.3635 2.1473  0.214
H: -0.8994 1.2590 -1.4057  0.190
H: -1.1715 2.5032 1.1096  0.477
H: 0.2760 -1.7282 0.4830  0.216
H: -0.1923 -0.7092 -2.3499  0.224
H: -0.1356 -2.3727 -1.7881  0.217
H: -1.5144 -1.3505 -1.3580  0.215
H: 2.3509 -0.4443 0.3657  0.099

As for the structure (SMILES): C/C(=C\O)[C@@H](C)C=O. Its HOMO-LUMO gap is 0.3434 Ha.

x.
ORCA calculation (wB97M-V/def2-TZVPD) on a single C6H10O2 molecule.

Each line ends with the natural charge from an NBO analysis.
Geometry (Å):
C: 1.6151 -1.3016 -0.1012  -0.663
C: 0.8430 0.0565 -0.0954  0.157
C: 1.5326 1.4725 0.3041  -0.671
C: -0.5302 0.0927 -0.0609  -0.229
C: -1.3142 1.3087 -0.1615  0.408
O: -2.5631 1.3684 -0.0581  -0.574
C: -1.4627 -1.1084 -0.3618  -0.072
O: -2.2846 -1.2851 0.6519  -0.721
H: 2.4383 -1.3560 -0.9432  0.239
H: 2.1405 -1.2934 1.0184  0.221
H: 1.1242 -2.2392 0.0074  0.244
H: 2.1063 0.9983 1.2505  0.237
H: 0.8692 2.4391 0.6666  0.237
H: 2.0970 1.8649 -0.5794  0.229
H: -0.7737 2.3616 -0.2713  0.135
H: -1.0475 -2.1902 -0.3952  0.183
H: -1.9913 -0.8181 -1.3303  0.153
H: -2.7991 -0.3707 0.4595  0.488

As for the structure (SMILES): CC(C)=C(C=O)CO. Its HOMO-LUMO gap is 0.3411 Ha.

y.
ORCA calculation (wB97M-V/def2-TZVPD) on a molecular structure, C6H10O2.

Each line ends with the natural charge from an NBO analysis.
Geometry (Å):
C: -0.9776 1.5423 0.8629  -0.628
C: -1.2768 0.3086 0.0545  -0.264
C: -0.4624 -0.9492 0.6356  0.092
C: -0.3014 -1.4957 -0.8373  -0.473
C: -0.3291 -0.0317 -1.1795  0.091
C: 1.5836 0.0493 0.0535  0.208
H: -1.7953 2.3397 0.6843  0.203
H: -0.7572 1.3866 1.8549  0.222
H: -0.0262 1.9837 0.4992  0.231
H: -2.3333 0.2077 -0.1617  0.212
H: -0.7542 -1.3928 1.5791  0.205
H: -1.2271 -1.8050 -1.1939  0.229
H: 0.6299 -2.1300 -1.0641  0.225
H: -0.4883 0.2850 -2.2005  0.197
H: 2.2555 -0.7882 -0.3346  0.142
H: 2.1609 0.8024 0.6949  0.184
O: 0.8454 0.6817 -0.8638  -0.526
O: 0.7692 -0.3605 1.1269  -0.548

Its HOMO-LUMO gap is 0.3830 Ha.

Computed stability ranking, most favorable first: w, y, x

w.
ORCA calculation (wB97M-V/def2-TZVPD) on a single C6H10O2 molecule.

Each line ends with the natural charge from an NBO analysis.
Geometry (Å):
C: -2.0361 0.5976 -0.8002  -0.603
C: -1.2747 0.2362 0.4971  -0.336
C: 0.1107 1.0570 0.5748  -0.457
C: 0.9024 -0.2179 0.0026  0.213
C: 2.2593 -0.7185 0.7078  -0.659
O: 1.0084 0.0765 -1.4217  -0.761
C: -0.6210 -1.1675 0.2424  0.624
O: -0.9892 -2.2690 0.3338  -0.507
H: -1.4973 0.2521 -1.6545  0.220
H: -2.3002 1.7162 -0.8939  0.219
H: -3.0118 -0.0599 -0.7271  0.212
H: -1.9429 0.3913 1.3174  0.220
H: 0.1506 1.7574 -0.2729  0.240
H: 0.3327 1.4048 1.6344  0.224
H: 2.7132 -1.4699 -0.0939  0.220
H: 2.0095 -1.2698 1.6451  0.227
H: 2.9185 0.2125 0.9324  0.226
H: 1.2679 -0.5290 -2.0236  0.478

As for the structure (SMILES): C[C@@H]1C[C@](C)(O)C1=O. Its HOMO-LUMO gap is 0.3428 Ha.

x.
ORCA calculation (wB97M-V/def2-TZVPD) on a single C6H10O2 molecule.

Each line ends with the natural charge from an NBO analysis.
Geometry (Å):
C: -1.5358 -0.8740 -0.3350  -0.665
C: -0.1119 -0.6754 -0.7511  0.135
C: 1.0368 -1.0610 0.0402  -0.442
C: 1.0882 0.0631 1.2551  -0.063
O: -0.0498 0.9089 1.1438  -0.579
C: -0.4670 1.5940 -0.0323  -0.093
C: 0.2238 0.6214 -1.0596  0.040
O: -0.1302 -0.2023 -2.2120  -0.468
H: -1.6394 -0.1850 0.6736  0.252
H: -1.8768 -2.0115 -0.2168  0.237
H: -2.2723 -0.2506 -1.0117  0.238
H: 1.9981 -1.1825 -0.3274  0.244
H: 0.9004 -2.1863 0.4283  0.195
H: 1.0627 -0.3177 2.3151  0.215
H: 2.0439 0.8119 1.2337  0.170
H: 0.0009 2.6392 0.0155  0.201
H: -1.5836 1.4489 -0.1485  0.209
H: 1.3119 0.8589 -1.0109  0.175

As for the structure (SMILES): C[C@]12CCOC[C@@H]1O2. Its HOMO-LUMO gap is 0.3843 Ha.

y.
ORCA calculation (wB97M-V/def2-TZVPD) on a molecular structure, C6H10O2.

Each line ends with the natural charge from an NBO analysis.
Geometry (Å):
C: -0.3708 -1.5036 1.2809  -0.061
C: 0.3990 -2.1123 0.1184  -0.643
O: -0.4186 -0.0663 1.2305  -0.734
H: -0.9212 0.3195 0.3136  0.514
H: 0.0897 -1.7588 2.2368  0.192
H: -1.4038 -1.8612 1.2957  0.184
H: -0.0524 -1.8296 -0.8327  0.217
H: 1.4331 -1.7692 0.1153  0.215
H: 0.3962 -3.1992 0.2044  0.222
C: 1.3175 1.5895 0.0166  -0.857
C: 0.1723 2.3151 -0.4250  0.593
C: -0.9789 1.2562 -1.0246  -0.321
C: -1.6239 0.9547 -2.0091  -0.128
O: -0.2213 3.4249 -0.2121  -0.529
H: 0.6083 0.5544 0.8442  0.434
H: 2.1197 2.2280 0.3719  0.236
H: 1.6505 0.8305 -0.6834  0.230
H: -2.1955 0.6275 -2.8414  0.236

Its HOMO-LUMO gap is 0.3477 Ha.

Computed stability ranking, most favorable first: w, y, x

w.
ORCA calculation (wB97M-V/def2-TZVPD) on a single C6H10O2 molecule.

Each line ends with the natural charge from an NBO analysis.
Geometry (Å):
C: 0.1806 0.9614 2.0760  -0.606
C: -0.0534 -0.1111 1.0459  -0.021
C: -0.1962 -1.3681 1.8474  -0.606
C: 0.8918 -0.0489 -0.2235  -0.065
O: 0.8664 -0.6358 -1.5712  -0.504
C: -0.0240 0.3734 -2.1598  0.163
O: -1.0261 0.8094 -1.1231  -0.500
C: -0.7270 0.0137 -0.1561  0.111
H: -0.4153 0.6448 3.1302  0.226
H: -0.2988 1.9331 1.6079  0.226
H: 1.2077 1.0146 2.2384  0.228
H: 0.7032 -1.3104 2.4598  0.215
H: -0.0424 -2.4252 1.2816  0.227
H: -0.9150 -1.3757 2.6868  0.224
H: 1.1483 1.0537 -0.2392  0.156
H: -0.4390 0.0076 -3.2672  0.204
H: 0.7577 1.2504 -2.3451  0.174
H: -0.8600 -1.1039 -0.5784  0.149

As for the structure (SMILES): CC1(C)[C@H]2OCO[C@@H]21. Its HOMO-LUMO gap is 0.3372 Ha.

x.
ORCA calculation (wB97M-V/def2-TZVPD) on 2 unconnected molecules or ions with the total composition C6H10O2.

Each line ends with the natural charge from an NBO analysis.
Geometry (Å):
C: -1.1798 -0.2353 -1.1031  -0.740
C: -1.4133 -0.9280 0.3325  0.612
C: -2.0097 -2.2839 0.2309  -0.749
O: -1.1411 -0.2670 1.2680  -0.524
H: -2.1272 -0.3270 -1.7183  0.222
H: -0.2407 -0.7107 -1.4613  0.230
H: -0.8649 0.8190 -1.0793  0.217
H: -3.1621 -2.4224 0.1688  0.255
H: -1.7156 -2.8771 1.0840  0.240
H: -1.6303 -2.8730 -0.6626  0.235
C: 1.7926 2.3956 -0.1229  -0.585
C: 2.1578 1.3391 0.9946  -0.543
C: 2.0137 0.1176 0.7189  0.698
O: 1.9641 -1.0427 0.4856  -0.494
H: 2.4922 2.2160 -0.9259  0.213
H: 1.8707 3.3982 0.2057  0.224
H: 0.8227 2.2308 -0.5305  0.211
H: 2.3709 1.4507 2.1149  0.278

As for the structure (SMILES): CC(C)=O.CC=C=O. Its HOMO-LUMO gap is 0.3570 Ha.

Computed stability ranking, most favorable first: x, w